# 1
The following is a DFT calculation (ωB97M-V with the def2-TZVPD basis set) of C35H51NP2Pd as an isolated structure at a distorted geometry.

```
90
Properties=species:S:1:pos:R:3:forces:R:3:mulliken_spin:R:1
H 0.576 -3.931 0.907 -0.2 0.1 0.3 0.001
H -0.186 -2.787 -3.389 0.0 0.0 0.4 0.000
C -1.254 4.494 0.822 0.3 0.1 0.3 0.009
H 4.845 -0.699 0.242 0.1 -0.1 -0.2 -0.001
H -5.801 -3.985 4.997 0.0 0.3 -0.2 -0.002
H 0.850 -1.830 0.169 0.2 0.5 -0.1 -0.005
C 4.514 0.774 -3.606 -2.7 -2.6 -0.9 0.075
H -4.095 2.118 -3.278 0.2 0.0 0.1 0.023
C 0.064 -3.475 1.760 0.0 0.1 0.3 -0.035
C 6.276 0.338 -0.935 2.5 -2.4 0.5 0.171
C -6.601 -2.055 4.407 0.2 -0.1 0.0 0.207
H -0.885 4.161 1.801 -0.1 0.1 -0.2 -0.001
H -3.630 -3.648 3.855 -0.3 0.2 0.0 0.005
C 0.587 -3.630 3.050 -0.1 0.0 0.1 0.076
H 4.842 -1.690 -2.655 -0.2 0.0 0.2 0.001
H 0.288 -3.240 5.161 0.0 0.0 -0.2 0.000
C 5.599 0.019 -4.324 0.5 0.2 -0.2 -0.007
H -1.985 5.298 1.004 0.1 -0.2 -0.1 0.030
N -2.952 -1.464 2.431 -0.9 0.4 0.0 0.528
C -1.295 -2.414 3.966 -0.3 0.0 -0.3 0.098
H -2.489 0.743 2.203 0.0 0.3 -0.1 -0.007
H 1.392 2.660 0.942 0.1 -0.2 -0.3 -0.001
H 1.925 -0.169 2.260 -0.2 0.2 0.1 0.000
H -0.441 -0.046 -3.659 0.1 0.1 0.2 0.001
H -4.927 0.242 2.499 -0.2 -0.3 0.2 0.028
H -1.531 -2.590 0.566 0.2 -0.1 0.3 -0.007
H -1.389 3.896 -3.285 -0.1 0.2 0.2 0.002
C -2.024 3.314 -1.337 -0.3 -0.4 0.3 0.303
H -3.236 0.586 -3.052 0.0 0.3 0.0 0.002
C -2.497 1.836 2.069 0.0 -0.1 0.2 0.065
C -2.439 2.197 0.634 0.1 0.0 0.3 0.429
C -5.617 -3.055 4.458 0.2 0.1 -0.2 -0.090
H -0.418 4.934 0.264 -0.2 -0.1 0.1 0.007
H -3.227 -0.482 0.513 -0.1 0.2 -0.1 -0.004
H 1.105 2.438 -0.797 0.2 -0.1 0.1 -0.009
H 6.001 -1.796 -0.502 0.0 0.3 -0.1 0.008
C -1.097 -2.741 1.560 -0.7 0.4 0.4 0.085
C 6.797 -0.342 -3.392 0.5 0.1 -0.7 0.014
H 2.965 0.587 -2.076 0.2 0.1 0.0 0.120
P 1.100 -1.154 -2.159 -0.4 -0.1 0.0 0.013
C -2.972 1.418 -0.430 -0.2 -0.1 0.1 0.141
H -3.726 -0.429 -1.205 -0.1 0.2 0.2 0.000
C -1.868 3.377 0.077 -0.1 0.0 -0.3 0.278
H 0.549 1.144 -2.782 -0.1 0.0 0.0 -0.007
H 1.522 -4.175 3.195 -0.3 0.1 0.0 0.004
H 0.348 -3.450 -1.820 -0.2 0.2 -0.2 -0.001
H -0.677 4.844 -1.956 -0.2 -0.1 -0.1 0.006
C 1.210 -0.901 -0.303 0.2 -0.1 -0.2 0.008
H -1.666 2.274 2.636 -0.2 -0.1 -0.1 0.001
C -2.713 2.106 -1.647 0.1 0.5 -0.1 0.411
H 3.803 1.358 -4.208 0.6 0.3 0.2 0.041
C -3.125 1.677 -3.001 0.0 -0.3 -0.3 0.002
Pd 5.260 1.619 -2.007 -1.0 7.1 1.6 0.589
H 2.501 1.622 -0.013 -0.2 0.1 0.1 0.005
C -1.819 -2.203 2.665 1.1 -1.0 0.2 -0.077
H -1.864 -2.029 4.816 0.3 -0.1 -0.2 -0.004
C -5.139 -0.674 3.057 0.1 -0.2 -0.1 0.178
C -3.693 0.141 -0.267 0.1 -0.3 -0.2 0.089
H 5.208 -0.884 -4.814 0.0 0.2 0.1 0.012
H 3.526 -1.658 -1.481 0.4 0.2 -0.2 -0.002
H 6.753 0.777 -0.045 -0.3 0.1 -0.3 0.029
C 1.454 1.937 0.115 0.0 0.1 -0.2 0.018
C 4.400 -1.104 -1.849 0.1 -0.1 0.7 0.024
C -0.014 0.210 -2.680 -0.1 0.0 -0.1 0.027
H -4.734 0.312 0.055 0.2 0.0 -0.1 0.029
H -7.108 -0.081 3.661 0.2 -0.3 0.0 -0.002
H 2.277 -0.785 -0.051 -0.2 -0.2 0.0 0.005
C -0.100 -3.103 4.154 0.0 0.0 -0.5 -0.042
C -6.349 -0.866 3.704 0.2 0.1 -0.1 -0.089
H -1.049 -2.315 -1.888 0.1 -0.2 0.0 0.000
P 0.346 0.515 0.514 -0.2 -0.2 0.3 0.053
C 5.404 -0.888 -0.688 -0.2 0.2 0.2 -0.026
H -2.393 1.988 -3.756 -0.2 0.0 0.1 0.005
C 0.903 0.235 2.247 0.0 -0.1 0.0 0.009
H 7.726 -0.211 -3.973 -0.4 -0.2 0.2 0.000
H -2.359 5.116 -2.440 0.2 -0.2 0.1 0.028
C -4.116 -1.672 3.102 0.2 -0.2 0.2 -0.005
H -3.432 2.206 2.522 0.2 0.0 -0.1 0.024
H -7.556 -2.203 4.912 0.3 0.1 -0.2 0.008
H 0.232 -0.474 2.750 0.2 0.2 -0.1 -0.003
C 3.949 0.232 -2.390 -1.0 -1.6 -2.1 -0.043
C -1.589 4.340 -2.301 0.3 0.2 -0.4 -0.011
H 7.764 1.266 -2.201 -0.4 0.0 0.0 0.020
H -0.825 0.354 -1.957 0.1 0.0 -0.2 0.003
H 5.963 0.669 -5.122 0.0 -0.1 0.0 -0.003
C -4.397 -2.872 3.820 -0.1 0.0 0.2 0.166
H 6.779 -1.396 -3.087 0.0 0.4 0.1 0.003
H 0.876 1.194 2.783 0.0 -0.3 -0.1 -0.001
C 6.897 0.592 -2.200 2.0 -2.0 1.0 -0.033
C -0.072 -2.563 -2.317 0.0 0.0 0.1 0.002
```
Positions in Å, forces in eV/Å.

Its total charge is +2. The multiplicity is 5. The value obtained for the frontier orbital gap (alpha / beta) is 5.999 / 5.364 eV. For the LUMO energy (alpha / beta), the calculation gives -5.83 / -7.12 eV.

# 2
The following is a DFT calculation (ωB97M-V with the def2-TZVPD basis set) of one molecule with the formula C7H6BrF3S at a distorted geometry.

```
18
Properties=species:S:1:pos:R:3:forces:R:3:mulliken_charge:R:1
F -0.425 -1.261 1.663 0.4 0.4 1.0 -0.240
C -1.020 -1.753 0.579 -0.6 0.9 -1.6 0.237
S 1.955 1.328 1.623 -1.4 0.1 -0.1 -0.188
F 1.568 2.668 -0.525 0.0 -0.8 -0.6 -0.335
C 0.811 -0.810 -1.065 -0.9 -0.4 0.7 -0.696
H -2.148 -1.802 0.773 1.6 -0.1 -0.4 0.294
Br -3.060 0.609 -0.058 -0.1 0.5 -0.4 -0.105
F -0.504 -2.975 0.355 -0.1 -0.8 0.0 -0.271
C -0.642 -0.859 -0.693 -2.1 1.1 1.5 -0.049
C 1.033 1.444 -0.048 3.5 0.5 0.7 1.189
H -1.317 -1.283 -1.426 0.3 -0.2 -0.7 0.443
C 1.546 0.236 -0.758 2.8 1.3 -1.0 -0.638
C -1.212 0.565 -0.393 2.8 -0.9 0.8 0.126
H 2.685 0.344 -0.990 -2.2 -0.6 0.4 0.278
C -0.360 1.575 -0.060 -6.1 -0.1 -0.1 -0.895
H -0.944 2.507 0.149 1.4 -0.5 0.2 0.271
H 1.227 -1.715 -1.452 0.3 -0.3 -0.4 0.437
H 0.809 1.183 2.327 0.4 0.0 0.0 0.142
```
Positions in Å, forces in eV/Å.

Its total charge is 0. The multiplicity is 1. The value obtained for the frontier orbital gap is 9.401 eV. For the LUMO energy, the calculation gives 0.13 eV. As for the SMILES: FC(F)[C@@H]1C=C[C@](F)(S)C=C1Br.

# 3
The following is a DFT calculation (ωB97M-V with the def2-TZVPD basis set) of one molecule with the formula C2H2N2O.

```
7
Properties=species:S:1:pos:R:3:forces:R:3:mulliken_charge:R:1
N 1.136 0.549 1.517 -0.2 0.1 -0.1 -0.698
C -0.846 -0.188 -1.011 -0.5 0.2 -0.6 0.176
H 1.144 -0.443 1.787 0.6 0.1 0.5 0.247
N 0.078 0.628 0.896 -0.3 -0.7 0.0 0.480
H -0.032 -0.951 -1.060 -0.3 0.1 0.0 0.285
O -1.541 0.088 -1.946 0.3 -0.2 0.2 -0.385
C -0.971 0.433 0.342 0.4 0.3 0.1 -0.105
```
Positions in Å, forces in eV/Å.

Its total charge is 0. The multiplicity is 1. The value obtained for the frontier orbital gap is 9.596 eV. For the LUMO energy, the calculation gives -0.27 eV.

# 4
The following is a DFT calculation (ωB97M-V with the def2-TZVPD basis set) of ArH18NeO9 as an isolated structure.

```
29
Properties=species:S:1:pos:R:3:forces:R:3:mulliken_charge:R:1
O -2.423 -3.011 0.132 0.0 0.0 -0.2 -0.613
O 1.777 1.043 3.526 0.3 -0.3 0.1 -0.639
H -1.602 1.764 -1.473 -0.3 -0.3 -0.1 0.327
O 2.219 1.173 -1.291 -0.3 0.1 -0.1 -0.541
H -3.519 0.675 -1.282 -0.2 -0.1 0.4 0.331
H 1.453 1.424 2.710 -0.3 0.4 -0.6 0.348
H 2.629 -0.644 2.663 -0.2 0.3 0.5 0.338
O 0.825 2.683 1.104 0.4 -0.1 0.7 -0.602
H 1.600 3.206 0.901 0.2 0.2 0.0 0.311
H -3.544 1.242 -2.686 -0.2 0.2 -0.3 0.321
O -0.418 -1.508 -4.064 0.2 -0.1 -0.2 -0.618
H 0.349 -2.012 1.449 0.2 0.1 0.0 0.288
H 1.375 1.574 4.214 -0.1 0.0 0.2 0.290
H -1.095 -1.845 -3.477 -0.2 -0.1 0.2 0.313
H 3.567 -0.705 1.476 0.1 0.1 -0.1 0.274
O -0.103 -2.818 1.698 0.2 -0.2 0.4 -0.621
Ne 0.145 -0.518 -0.286 0.0 0.0 0.0 0.016
H -2.720 -3.827 0.533 -0.1 -0.3 0.2 0.296
H -0.093 1.727 -1.576 0.4 -0.2 -0.2 0.279
H -3.183 -2.692 -0.354 -0.1 0.1 -0.2 0.284
O -0.811 2.191 -1.146 0.2 0.4 0.1 -0.706
H 2.969 1.339 -0.719 0.1 0.0 0.2 0.280
O 3.272 -1.209 2.234 0.1 -0.4 -0.2 -0.599
H 2.601 1.066 -2.162 0.1 -0.1 -0.3 0.272
Ar -1.599 0.317 2.644 0.0 0.0 0.0 -0.001
H 0.484 2.417 0.250 -0.6 -0.1 -0.3 0.363
O -3.155 0.544 -2.158 0.4 0.0 0.0 -0.669
H -0.677 -3.009 0.956 -0.2 0.1 -0.2 0.382
H -0.323 -0.588 -3.816 0.0 0.2 0.1 0.297
```
Positions in Å, forces in eV/Å.

Its total charge is 0. The multiplicity is 1. The value obtained for the frontier orbital gap is 10.332 eV. For the LUMO energy, the calculation gives -0.13 eV.

The calculation returns the following calculated total energy values, one per record and in order: -2228.8619, -3542.0758, -262.0285, -1344.3951 hartree.